The following is a quantum chemistry calculation of a cluster of 2 separate species, CH4Cl2O in total at a distorted geometry, from the OMol25 dataset.

```
8
Properties=species:S:1:pos:R:3:lowdin_charge:R:1
Cl 1.2223 2.1097 -1.0451 0.4420
C 0.5829 0.4562 -1.4670 -0.9677
Cl -1.2177 0.3906 -1.5919 0.4701
H 1.0168 0.2152 -2.4565 0.0245
H 0.9921 -0.2664 -0.7350 0.0322
O -0.9640 -0.7262 2.1276 -0.0947
H -0.3637 -0.5307 2.8824 0.0469
H -1.2689 -1.6484 2.2856 0.0469
```

energy relative to the best compared isomer or geometry (same formula, charge and spin) = 3.9 kcal per mole
HOMO = -10.847 eV
2S+1 = 1
strongest force on any atom = 1.225 eV/Å
DFT total energy = -28193.9969 eV
HOMO-LUMO gap = 0.42486 Eh



The following is a quantum chemistry calculation of a cluster of 2 separate species, CH4Cl2OP in total at a distorted geometry, from the OMol25 dataset.

```
9
Properties=species:S:1:pos:R:3:lowdin_charge:R:1
C -0.3526 -0.4986 0.9188 0.2877
O -0.6091 1.1658 -2.6044 -0.3648
P -0.5109 -0.5286 -2.3497 0.0881
Cl -2.2644 -1.1636 -2.8444 0.4133
Cl 0.8202 -1.0480 -3.7489 0.3478
H 0.2793 -1.4973 1.1490 0.1146
H -1.3614 -0.3312 0.9406 -0.0103
H 0.3322 0.3643 1.0873 0.0517
H 0.1532 1.7561 -2.6853 0.0719
```

energy relative to the best compared isomer or geometry (same formula, charge and spin) = 94.6 kcal per mole
HOMO (spin up / spin down) = -14.289 / -14.830 eV
2S+1 = 1
strongest force on any atom = 5.856 eV/Å
DFT total energy = -37473.5548 eV
HOMO-LUMO gap (spin up / spin down) = 0.21911 / 0.29873 Eh
total charge = +1



Q: Among the records above, which one has the highest energy relative to the best compared isomer or geometry (same formula, charge and spin)?
A: CH4Cl2OP



Q: What is the 2S+1 in the first record?
A: 1



What did the first record say?
The following is a quantum chemistry calculation of a cluster of 2 separate species, CH4Cl2O in total at a distorted geometry, from the OMol25 dataset.

```
8
Properties=species:S:1:pos:R:3:lowdin_charge:R:1
Cl 1.2223 2.1097 -1.0451 0.4420
C 0.5829 0.4562 -1.4670 -0.9677
Cl -1.2177 0.3906 -1.5919 0.4701
H 1.0168 0.2152 -2.4565 0.0245
H 0.9921 -0.2664 -0.7350 0.0322
O -0.9640 -0.7262 2.1276 -0.0947
H -0.3637 -0.5307 2.8824 0.0469
H -1.2689 -1.6484 2.2856 0.0469
```

energy relative to the best compared isomer or geometry (same formula, charge and spin) = 3.9 kcal per mole
HOMO = -10.847 eV
2S+1 = 1
strongest force on any atom = 1.225 eV/Å
DFT total energy = -28193.9969 eV
HOMO-LUMO gap = 0.42486 Eh



Q: What is the 2S+1 in the first record?
A: 1